[1]
A cluster of 3 separate species, C5H12N2O in total in a non-equilibrium geometry. Source: the Open Molecules 2025 dataset; level of theory: wB97M-V/def2-TZVPD.

Output
Orbital gap (spin up / spin down)   8.8 / 7.2 eV
Relative energy (zero: lowest compared OMol25 entry of this formula, charge and spin)   7.4962 eV
Multiplicity   2
Net charge   +1
Strongest force on any atom   0.0664 Eh/bohr
⟨S²⟩   1.76
HOMO level (spin up / spin down)   -0.516 / -0.525 hartree

Each line ends with the Mulliken charge.
Element x y z (Å)
C1 0.36289 1.87282 -0.57177  -1.0298
C2 -0.17922 1.01040 0.59933  -0.1135
N1 0.15320 -0.43186 0.41946  0.0823
C3 -0.86701 -1.11293 -0.43878  -1.0308
C4 1.39805 -0.84836 0.24705  0.0270
C5 1.86271 -1.17416 -0.97042  0.4337
N2 -2.77478 1.00437 1.27058  -0.5626
O1 1.64018 -1.54394 -2.00385  -0.1006
H1 0.73449 2.84741 -0.26464  0.3623
H2 1.24156 1.35963 -0.98154  0.2824
H3 -0.42692 1.90593 -1.32573  0.3450
H4 0.40206 1.30934 1.47903  0.4263
H5 -1.33651 1.16164 0.74953  0.1483
H6 -0.50138 -2.12037 -0.62581  0.4802
H7 -1.06905 -0.57269 -1.36515  0.3827
H8 -1.74771 -1.19842 0.19176  0.2933
H9 3.90234 -2.84744 -0.21509  0.1417
H10 3.35286 -2.85430 0.28936  -0.0739
H11 -2.83856 0.37675 2.07477  0.2671
H12 -3.30918 1.85620 1.44190  0.2390

Atoms 1-3, force components in eV/Å:
C -0.229 -1.306 -0.132
C 1.130 1.392 1.060
N -0.820 0.630 -1.782

=====

[2]
The molecule C5H12N2O2. Source: the Open Molecules 2025 dataset; level of theory: wB97M-V/def2-TZVPD.

Output
Orbital gap   9.5 eV
Relative energy (zero: lowest compared OMol25 entry of this formula, charge and spin)   1.7367 eV
Multiplicity   1
SMILES   CN(N)C(C)(C)C(=O)O
Strongest force on any atom   0.0131 Eh/bohr
HOMO level   -0.325 hartree

Each line ends with the Mulliken charge.
Element x y z (Å)
C1 0.21076 -0.15615 -0.38018  1.5979
C2 -0.86594 1.86635 0.54241  -0.8584
C3 -1.14364 -0.76071 -0.78058  -1.5931
C4 0.88880 0.49962 -1.58718  -1.7071
N1 0.13668 0.83474 0.71602  0.1285
C5 1.14632 -1.26131 0.11739  -0.0560
N2 0.00825 0.30129 2.01762  -0.7992
O1 0.49447 -2.28202 0.69590  -0.4084
O2 2.34255 -1.24846 0.02610  -0.5695
H1 1.12694 -2.95675 0.99060  0.3529
H2 -0.68045 -0.45254 2.07433  0.2868
H3 0.90969 -0.05064 2.32433  0.2810
H4 -1.89401 1.48973 0.61897  0.3191
H5 -0.72665 2.35388 -0.41774  0.3146
H6 -0.70752 2.59449 1.33492  0.3338
H7 0.23971 1.24170 -2.04088  0.4126
H8 -1.67484 -1.14379 0.08831  0.3395
H9 -0.99021 -1.58272 -1.47495  0.4099
H10 -1.75783 -0.00760 -1.26682  0.4056
H11 1.80985 0.97631 -1.26623  0.3807
H12 1.12707 -0.25542 -2.33235  0.4288

Atoms 1-3, force components in eV/Å:
C -0.088 0.012 -0.187
C 0.122 0.011 0.081
C 0.177 0.141 0.172

=====

[3]
A cluster of 2 separate species, C5H12N2O2 in total in a non-equilibrium geometry. Source: the Open Molecules 2025 dataset; level of theory: wB97M-V/def2-TZVPD.

Output
Orbital gap   10.2 eV
Relative energy (zero: lowest compared OMol25 entry of this formula, charge and spin)   2.0317 eV
Multiplicity   1
SMILES   [H]/N=C(\O)[C@@H](N)O.C=CC
Strongest force on any atom   0.0357 Eh/bohr
HOMO level   -0.349 hartree

Each line ends with the Mulliken charge.
Element x y z (Å)
C1 -0.43891 -2.33178 0.51236  -0.9090
C2 -0.00814 -1.19230 1.37648  -0.0792
C3 -0.72416 -0.68808 2.37322  -0.6823
H1 -0.71656 0.40274 -0.07125  -0.0696
H2 0.12208 -3.22968 0.76795  0.3171
H3 -0.22491 -2.10860 -0.52989  0.2351
H4 -1.49869 -2.53968 0.62731  0.2949
H5 -1.74947 -0.97810 2.54041  0.2524
H6 -0.34093 0.09227 3.00986  0.2878
C4 -0.25357 1.21390 -0.75894  0.7427
C5 0.97087 0.55249 -1.35222  0.2975
N1 0.02705 2.34472 0.08361  -0.6778
N2 1.98354 0.41530 -0.61184  -0.6247
O1 -1.11679 1.57605 -1.81245  -0.5972
O2 0.80651 -0.01791 -2.56142  -0.5572
H7 -1.71681 2.24903 -1.47060  0.3263
H8 -0.04459 0.26627 -2.92844  0.3796
H9 0.71488 2.94914 -0.35549  0.2396
H10 0.42667 2.02370 0.95602  0.2691
H11 1.04062 -0.89960 1.25448  0.3089
H12 2.74130 -0.09986 -1.04916  0.2458

Atoms 1-3, force components in eV/Å:
C -0.076 0.269 -0.078
C 0.661 -0.654 0.843
C -0.001 0.247 -0.357

=====

[4]
The molecule C5H12N2O3 in a non-equilibrium geometry. Source: the Open Molecules 2025 dataset; level of theory: wB97M-V/def2-TZVPD.

Output
Orbital gap   9.6 eV
Relative energy (zero: lowest compared OMol25 entry of this formula, charge and spin)   3.2686 eV
Multiplicity   1
SMILES   CNN(O)C(C)(C)C(=O)O
Strongest force on any atom   0.0455 Eh/bohr
HOMO level   -0.331 hartree

Each line ends with the Mulliken charge.
Element x y z (Å)
C1 2.60256 0.03172 -0.87925  -0.8513
N1 1.32874 -0.64880 -0.87800  -0.2399
C2 -1.40442 -0.21848 -0.77997  0.1986
O1 -2.37952 0.69433 -0.93452  -0.4478
O2 -1.42578 -1.23860 -1.43312  -0.5783
H1 -3.02677 0.38859 -1.58920  0.3614
H2 0.84080 -0.60202 -1.76699  0.2123
H3 2.53094 1.12560 -0.85324  0.2710
H4 3.14833 -0.25616 -1.77790  0.3628
H5 3.15798 -0.32437 -0.01400  0.2580
C3 -1.31714 -0.20009 1.72796  -1.7016
C4 -0.10159 1.56360 0.43334  -1.8522
C5 -0.52476 0.09184 0.45234  1.6135
O3 0.34891 -2.09660 0.65885  -0.4526
N2 0.66703 -0.75385 0.39697  0.0934
H6 0.08837 -2.53088 -0.17283  0.3769
H7 -1.58873 -1.25071 1.78622  0.3947
H8 -0.69269 0.03526 2.58564  0.4007
H9 0.34766 1.84884 -0.51554  0.3060
H10 -0.97562 2.19486 0.57172  0.4393
H11 0.60069 1.74923 1.24201  0.4425
H12 -2.22499 0.39671 1.73952  0.3928

Atoms 1-3, force components in eV/Å:
C -0.089 -0.203 0.301
N 0.364 -0.311 0.963
C -1.510 -0.813 0.537

=====

[5]
A cluster of 2 separate species, C5H12N2OS in total in a non-equilibrium geometry. Source: the Open Molecules 2025 dataset; level of theory: wB97M-V/def2-TZVPD.

Output
Orbital gap   6.9 eV
Relative energy (zero: lowest compared OMol25 entry of this formula, charge and spin)   0.3970 eV
Multiplicity   1
Net charge   +2
Strongest force on any atom   0.0991 Eh/bohr
HOMO level   -0.562 hartree

Each line ends with the Mulliken charge.
Element x y z (Å)
C1 1.04371 0.55266 -0.65684  0.2171
C2 1.06336 -0.66054 -0.54727  -0.4446
C3 -5.33513 -0.06337 0.46821  0.2612
C4 0.88018 2.52745 0.37635  -0.8367
C5 3.33044 -1.85166 -0.03947  -0.6969
N1 0.91682 1.81252 -0.86626  -0.2094
N2 1.76965 -1.82842 -0.03876  -0.0744
O1 -6.35597 -0.53163 -0.12192  -0.2526
S1 -3.80866 -0.21921 -0.38915  -0.0325
H1 -4.16737 -1.07002 -1.38997  0.2788
H2 -5.48666 0.50298 1.48696  0.3243
H3 0.30758 3.53985 0.20896  0.3204
H4 0.32662 2.04076 1.24661  0.3029
H5 1.98840 2.79489 0.57084  0.3067
H6 3.83188 -1.18474 -0.87381  0.2833
H7 3.47942 -1.31866 0.98565  0.3197
H8 3.79369 -2.77839 0.05680  0.3762
H9 0.47400 2.04595 -1.75304  0.3223
H10 1.33368 -2.08354 0.83425  0.3961
H11 1.32744 -2.48280 -0.70154  0.4207
H12 -7.05039 -0.50006 0.55293  0.4177

Atoms 1-3, force components in eV/Å:
C 0.651 -2.043 -0.954
C 0.759 -0.063 1.811
C 1.991 0.689 -0.638

=====

[6]
The molecule C5H12N2S in a non-equilibrium geometry. Source: the Open Molecules 2025 dataset; level of theory: wB97M-V/def2-TZVPD.

Output
Orbital gap   8.7 eV
Relative energy (zero: lowest compared OMol25 entry of this formula, charge and spin)   0.0922 eV
Multiplicity   1
SMILES   CNC(=S)C(C)(C)N
Strongest force on any atom   0.0501 Eh/bohr
HOMO level   -0.299 hartree

Each line ends with the Mulliken charge.
Element x y z (Å)
C1 2.36851 0.86471 0.39370  -0.9721
C2 -0.01556 -0.12908 0.62144  -0.1063
C3 -0.32957 -0.02549 -0.89317  1.2588
C4 -0.54594 1.43378 -1.27003  -1.3923
C5 -1.64189 -0.77511 -1.35092  -1.6120
H1 3.09404 0.13894 -0.06823  0.2798
H2 2.82180 1.48505 1.16800  0.3327
H3 2.10561 1.55391 -0.40918  0.3219
H4 1.35167 0.17155 2.03780  0.2697
H5 -0.57610 1.61551 -2.39857  0.3715
H6 0.30430 2.10382 -1.00723  0.2648
H7 -1.43898 1.90297 -0.85377  0.3577
H8 -1.48653 -1.84100 -1.16893  0.3768
H9 -1.91998 -0.49628 -2.38437  0.3718
H10 -2.48128 -0.40246 -0.76523  0.4127
H11 1.13340 -1.42536 -1.27150  0.3081
H12 1.57092 0.05700 -1.62693  0.2887
N1 1.20978 0.22816 1.01362  -0.1185
N2 0.76785 -0.57579 -1.66101  -0.6539
S1 -1.08347 -0.66519 1.76711  -0.3600

Atoms 1-3, force components in eV/Å:
C 0.135 -0.180 -0.895
C -0.717 -0.057 -0.306
C -1.332 -0.212 -0.431